Entry 1:
This record from the OMol25 dataset describes a molecular structure, C30H41FNSb2Tl. The level of theory is the ωB97M-V functional and the def2-TZVPD basis.

Output
lowest unoccupied orbital energy: 0.0023 hartree
M: 882.566 g mol⁻¹
energy relative to the best compared isomer or geometry (same formula, charge and spin): 3.3 kcal per mole
E_tot: -53750.8592 eV
2S+1: 1
orbital gap: 7.1 eV

Last column: Löwdin charge in e.
Atoms and positions in Å:
Tl 0.119 -0.071 -1.305  0.6936
C 4.526 0.014 -2.377  -0.0560
C 3.898 -1.342 -2.043  -0.3531
C 2.635 -1.572 -2.895  -0.0972
C 3.712 -1.563 -0.544  -0.1539
C 4.393 -2.653 0.006  -0.0594
C 4.409 -2.896 1.369  -0.0902
C 3.729 -2.032 2.212  -0.0632
C 3.004 -0.956 1.713  -0.1441
C 2.260 -0.063 2.696  -0.3621
C 1.207 -0.834 3.498  -0.0572
C 3.233 0.650 3.644  -0.0516
C 2.977 -0.716 0.314  -0.2457
N 2.153 0.323 -0.174  -0.1000
C 2.534 1.617 0.103  -0.2913
C 3.848 2.001 0.447  -0.0419
C 4.203 3.322 0.674  -0.0966
C 3.267 4.344 0.585  -0.1065
C 1.959 4.012 0.253  -0.0274
C 1.641 2.697 0.027  -0.2371
F 0.343 2.421 -0.301  -0.0747
H 4.725 0.082 -3.451  0.0824
H 5.471 0.149 -1.846  0.0849
H 3.860 0.831 -2.100  0.0657
H 4.622 -2.101 -2.345  0.1191
H 2.166 -0.620 -3.151  0.0293
H 1.909 -2.208 -2.380  0.0061
H 2.886 -2.059 -3.839  0.0857
H 4.947 -3.311 -0.656  0.1091
H 4.961 -3.737 1.772  0.1024
H 3.764 -2.200 3.285  0.1125
H 1.728 0.700 2.133  0.1154
H 1.643 -1.688 4.023  0.0748
H 0.415 -1.205 2.843  0.0632
H 0.748 -0.180 4.242  0.0792
H 3.797 -0.067 4.247  0.0761
H 2.683 1.305 4.324  0.0801
H 3.939 1.266 3.085  0.0678
H 4.598 1.222 0.523  0.1161
H 5.232 3.560 0.917  0.1017
H 3.544 5.375 0.765  0.0956
H 1.183 4.764 0.172  0.1176
C -5.010 0.482 1.060  -0.3546
Sb -3.018 0.003 0.380  1.2245
C -3.478 0.839 -1.559  -0.3671
C -3.514 -2.022 -0.283  -0.3384
C -3.478 -3.045 0.823  -0.2834
C -4.390 -2.921 1.877  -0.0651
C -4.409 -3.802 2.945  -0.0869
C -3.497 -4.849 2.977  -0.0884
C -2.606 -5.003 1.930  -0.0668
C -2.579 -4.126 0.839  -0.2843
C -1.585 -4.387 -0.256  -0.3306
Sb 0.269 -3.269 0.010  1.2976
C 0.842 -4.342 1.775  -0.2996
C 1.355 -4.569 -1.318  -0.3179
H -5.737 -0.011 0.412  0.0075
H -5.137 1.564 0.987  0.0012
H -5.171 0.180 2.096  -0.0081
H -4.520 0.616 -1.796  0.0054
H -2.833 0.422 -2.331  -0.0380
H -3.341 1.923 -1.534  0.0048
H -2.827 -2.252 -1.096  0.0309
H -4.518 -1.936 -0.704  0.0676
H -5.110 -2.109 1.846  0.0895
H -5.130 -3.675 3.743  0.1013
H -3.490 -5.547 3.805  0.1010
H -1.912 -5.838 1.941  0.1082
H -1.966 -4.146 -1.250  0.0545
H -1.283 -5.435 -0.253  0.0591
H 0.815 -5.413 1.568  0.0117
H 0.163 -4.105 2.594  0.0038
H 1.854 -4.043 2.042  -0.0169
H 1.202 -5.599 -0.996  0.0076
H 2.418 -4.327 -1.283  -0.0074
H 0.992 -4.450 -2.341  0.0082

---

Entry 2:
This record from the OMol25 dataset describes a molecular structure, C21H12BrFN2O6PbS. The level of theory is the ωB97M-V functional and the def2-TZVPD basis.

Output
lowest unoccupied orbital energy (spin up / spin down): -0.0901 / -0.0836 hartree
M: 726.504 g mol⁻¹
energy relative to the best compared isomer or geometry (same formula, charge and spin): 0.0 kcal per mole
E_tot: -126076.0020 eV
2S+1: 1
orbital gap (spin up / spin down): 5.9 / 5.8 eV

Last column: Löwdin charge in e.
Atoms and positions in Å:
Pb -0.099 -0.610 -0.565  1.3430
O 5.222 -4.677 -1.206  0.1745
C 4.284 -3.942 -1.093  -0.2393
C 2.828 -4.357 -0.859  -0.2523
O 2.415 -5.482 -0.755  0.1632
C 2.028 -3.095 -0.784  -0.2737
C 2.911 -1.943 -0.965  -0.2728
O 2.519 -0.770 -0.955  -0.0344
C 4.318 -2.413 -1.164  -0.2529
O 5.290 -1.725 -1.338  0.1588
O 0.806 -2.999 -0.603  -0.0756
O -2.058 0.744 -0.305  -0.3014
N -3.232 0.333 -0.755  -0.2012
C -4.214 1.266 -0.819  -0.0120
C -5.465 0.958 -1.266  -0.0477
C -5.727 -0.352 -1.675  -0.0582
C -4.723 -1.283 -1.613  -0.0858
C -3.443 -0.954 -1.135  -0.6412
S -2.214 -2.154 -1.026  0.6735
H -3.905 2.243 -0.479  0.1383
H -6.221 1.729 -1.296  0.1117
H -6.706 -0.630 -2.039  0.1136
H -4.884 -2.304 -1.926  0.1082
Br -0.951 5.579 -1.546  0.7591
C 0.333 4.237 -1.212  -0.6681
C 1.675 4.551 -1.102  -0.0975
C 2.566 3.521 -0.856  -0.0332
C 2.086 2.228 -0.729  -0.1149
N 0.786 1.939 -0.833  -0.0054
C -0.080 2.924 -1.072  -0.1814
H 2.012 5.574 -1.209  0.1098
H 3.626 3.713 -0.765  0.1147
H 2.750 1.394 -0.550  0.0988
H -1.123 2.644 -1.137  0.0850
F 1.041 -0.506 5.654  0.0616
C 0.799 -0.523 4.329  -0.2805
C 0.672 0.681 3.664  -0.0046
C 0.424 0.658 2.298  -0.1147
C 0.311 -0.553 1.631  -0.2896
C 0.439 -1.751 2.323  -0.1067
C 0.686 -1.741 3.690  0.0002
H 0.765 1.610 4.211  0.1202
H 0.315 1.595 1.767  0.0903
H 0.346 -2.701 1.811  0.0978
H 0.790 -2.657 4.255  0.1228

---

Entry 3:
This record from the OMol25 dataset describes a single C6H10ClN molecule at a distorted geometry. The level of theory is the ωB97M-V functional and the def2-TZVPD basis.

Output
lowest unoccupied orbital energy: 0.0293 hartree
M: 131.606 g mol⁻¹
energy relative to the best compared isomer or geometry (same formula, charge and spin): 126.7 kcal per mole
E_tot: -20390.9754 eV
2S+1: 1
orbital gap: 9.4 eV

Last column: Löwdin charge in e.
Atoms and positions in Å:
C 2.237 -0.664 0.413  -0.0806
C 1.320 0.558 0.827  -0.3057
C 0.047 -0.178 1.395  -0.1738
C -0.988 -0.135 0.282  -0.6011
C -2.079 0.839 -0.213  -0.0440
C -0.636 1.330 0.018  -0.3555
H 2.660 -1.181 1.131  0.0041
H 1.641 -1.195 -0.364  0.0143
H 3.219 -0.303 -0.083  0.1008
H 1.805 1.247 1.538  0.1353
H -0.260 0.161 2.411  0.1373
H 0.317 -1.176 1.411  0.0550
H -2.207 0.431 -1.325  0.1040
H -3.024 1.239 0.243  0.1151
H -0.771 1.976 0.802  0.1019
H 1.033 2.154 -0.840  0.1838
N 0.715 1.149 -0.412  -0.0527
Cl -0.519 -1.288 -1.080  0.6620

---

Entry 4:
This record from the OMol25 dataset describes a molecular structure, C5H8N4O at a distorted geometry. The level of theory is the ωB97M-V functional and the def2-TZVPD basis.

Output
lowest unoccupied orbital energy: 0.0119 hartree
M: 140.146 g mol⁻¹
energy relative to the best compared isomer or geometry (same formula, charge and spin): 120.5 kcal per mole
E_tot: -13318.2583 eV
2S+1: 1
orbital gap: 10.2 eV

Last column: Löwdin charge in e.
Atoms and positions in Å:
N -1.124 -0.460 3.094  0.0928
C -1.122 -0.714 1.889  -0.2677
C -0.253 -0.768 0.689  -0.1498
C 0.308 0.593 0.264  -0.1271
C 1.043 0.523 -1.032  -0.2725
C 2.357 0.240 -1.353  -0.1026
N 2.485 0.257 -2.703  -0.0089
N 1.335 0.543 -3.233  -0.0237
N 0.477 0.741 -2.239  0.0322
H 0.572 -1.463 0.911  0.1358
H -0.844 -1.209 -0.129  0.1232
H -0.511 1.320 0.184  0.1283
H 0.997 0.965 1.032  0.1297
H 3.192 0.025 -0.694  0.1071
H -0.495 0.938 -2.451  0.1644
O -2.888 -0.395 1.718  -0.2139
H -3.087 -0.941 0.943  0.0329
H -2.443 -0.195 3.111  0.2198

---

Q: What is the 2S+1 in the first record?
A: 1

---

Copy entry 4 word for word.
This record from the OMol25 dataset describes a molecular structure, C5H8N4O at a distorted geometry. The level of theory is the ωB97M-V functional and the def2-TZVPD basis.

Output
lowest unoccupied orbital energy: 0.0119 hartree
M: 140.146 g mol⁻¹
energy relative to the best compared isomer or geometry (same formula, charge and spin): 120.5 kcal per mole
E_tot: -13318.2583 eV
2S+1: 1
orbital gap: 10.2 eV

Last column: Löwdin charge in e.
Atoms and positions in Å:
N -1.124 -0.460 3.094  0.0928
C -1.122 -0.714 1.889  -0.2677
C -0.253 -0.768 0.689  -0.1498
C 0.308 0.593 0.264  -0.1271
C 1.043 0.523 -1.032  -0.2725
C 2.357 0.240 -1.353  -0.1026
N 2.485 0.257 -2.703  -0.0089
N 1.335 0.543 -3.233  -0.0237
N 0.477 0.741 -2.239  0.0322
H 0.572 -1.463 0.911  0.1358
H -0.844 -1.209 -0.129  0.1232
H -0.511 1.320 0.184  0.1283
H 0.997 0.965 1.032  0.1297
H 3.192 0.025 -0.694  0.1071
H -0.495 0.938 -2.451  0.1644
O -2.888 -0.395 1.718  -0.2139
H -3.087 -0.941 0.943  0.0329
H -2.443 -0.195 3.111  0.2198